Entry 1:
ORCA calculation (the ωB97M-V functional and the def2-TZVPD basis) on C40H34BF7FeN18 as an isolated structure at a distorted geometry.

The geometry in XYZ format:
```
101
Properties=species:S:1:pos:R:3:forces:R:3
H -2.552920 -1.163461 6.405581 -0.02 0.03 0.00
F 0.535564 -2.131323 -1.895513 0.11 0.06 0.08
Fe -0.812886 -0.455511 -0.285784 -2.34 1.53 0.43
H -6.609827 6.318411 -1.015264 -0.04 -0.04 -0.13
C -0.539892 2.871994 2.440536 0.15 -0.15 -0.03
C -2.116918 -3.867558 4.253839 0.04 -0.07 0.75
C -0.739806 -2.051997 -1.463684 0.02 -0.76 -0.72
C -1.973357 -3.064274 5.568603 0.15 0.15 -0.39
H -0.109782 -3.964302 6.219399 0.05 0.00 0.00
C 3.918311 -0.527033 0.849729 0.29 -0.28 0.03
H -5.941782 5.041702 1.448087 0.00 -0.06 0.08
C -4.131272 -1.238046 -0.589622 -0.35 0.27 -0.03
H -2.746203 3.787910 -2.789801 -0.10 -0.01 0.03
N 6.684494 2.858623 -2.157341 -0.07 -0.07 0.07
C 3.036528 -0.221911 -2.652031 0.18 0.34 -0.03
H 0.293047 -0.598213 -3.593529 0.03 -0.02 -0.12
H -3.704341 -2.957067 -1.758718 -0.02 -0.08 0.03
C 2.037619 1.833336 -2.410395 0.16 0.08 0.01
H -3.162488 -4.102927 4.061446 0.03 -0.02 -0.10
H -3.226244 -3.123084 -0.077102 -0.08 -0.07 -0.01
N -1.730368 2.210484 0.706296 0.08 0.26 0.34
H 5.179181 -0.275237 -2.887625 0.01 0.01 0.04
C -1.468524 3.258963 1.500740 0.12 -0.02 -0.02
H -1.098811 -0.636492 -4.665980 -0.02 0.06 -0.03
N -1.614880 -3.134753 3.100870 -0.23 0.39 -0.39
H 2.890868 -1.294339 -2.720877 0.04 -0.02 -0.06
C -2.602770 -1.677469 5.447032 -0.06 -0.18 0.08
C 5.689861 2.350135 -2.430540 0.31 0.15 0.15
C -1.041922 1.059844 -3.395614 -0.10 0.40 -0.06
H -2.075287 -1.058826 4.716265 0.01 0.03 0.00
H -5.463355 6.067660 -2.364240 -0.09 -0.03 0.00
C -3.988919 -2.713574 -0.734295 0.13 0.02 -0.07
C 4.750230 0.573095 1.107793 0.22 0.46 0.11
H -0.417976 -2.361041 6.890242 0.03 -0.01 0.01
H -5.058575 7.129945 -1.019454 -0.01 -0.02 -0.02
F 6.683151 -0.760855 1.286902 0.18 -0.05 0.03
C 6.154235 0.435955 1.324343 -0.20 -0.33 -0.06
F 2.950830 2.099120 1.074752 -0.16 0.06 -0.15
H -5.585115 1.685364 -0.644838 0.07 0.08 0.04
N 4.671670 -2.983747 0.913789 -0.03 -0.01 -0.05
N -2.066224 2.081064 -1.774258 0.10 0.50 -0.13
H 3.313755 3.571121 -2.364279 0.01 -0.01 -0.03
H -2.527105 -3.631054 6.320288 -0.01 -0.04 -0.03
H -3.654397 -1.741903 5.159788 -0.01 0.06 -0.02
C -4.442652 3.511991 0.936151 0.05 0.06 -0.12
H -3.342474 -2.134885 2.296858 -0.03 -0.02 0.00
C 0.635103 0.647384 2.947693 0.02 0.04 -0.14
C 6.465161 2.852796 1.561397 -0.25 -0.31 -0.08
N 9.833423 3.853079 2.176857 -0.03 -0.01 0.00
C -0.355833 0.014484 -4.201051 -0.16 -0.27 -0.06
H -4.942271 -3.196527 -0.532926 0.01 -0.02 0.04
H 0.105294 -2.535653 5.209719 0.04 0.07 0.01
C -5.328152 -0.516569 -0.723190 0.15 -0.16 0.02
C 5.049468 2.987736 1.370934 0.15 0.13 -0.08
C 2.541133 -0.434502 0.528381 -0.39 0.09 -0.14
F 4.499444 4.173363 1.389223 -0.04 0.12 0.04
F -1.528032 -1.983148 -2.525954 -0.07 0.10 0.14
N -0.207143 -2.283944 1.795904 -0.04 -0.34 0.16
N -3.127255 -0.385814 -0.370706 1.00 -0.28 0.06
C -5.241934 4.604210 0.757495 -0.09 0.22 -0.17
C 6.961324 1.510181 1.563679 0.16 0.25 0.04
N 1.436616 -0.487161 0.227519 -0.32 0.07 -0.18
N -4.054856 4.267381 -1.116541 -0.13 0.43 -0.56
H 1.646435 1.061303 2.973304 -0.01 -0.03 0.06
N -0.971725 1.158416 1.075908 0.26 -0.67 -0.30
C -4.964937 5.053424 -0.560653 0.25 -0.68 0.31
C 4.303164 0.338995 -2.725318 0.05 -0.08 0.03
C 6.855984 5.289626 1.602918 -0.17 0.03 -0.04
H -4.325702 2.854450 1.782167 -0.03 -0.03 0.00
H -0.116956 3.462879 3.234193 -0.06 0.03 0.03
N -0.319777 -3.089500 2.777215 0.09 -0.16 0.13
N -3.646990 0.863080 -0.357024 -0.21 -0.06 0.25
H -1.542484 -4.789595 4.325589 -0.08 -0.04 -0.13
C -1.547493 2.264510 -3.907185 0.07 -0.27 0.04
N 6.515279 6.384862 1.494658 0.06 -0.01 0.03
N -1.339450 0.972953 -2.089420 0.66 -0.81 0.53
F -1.011468 -3.189502 -0.827574 0.13 0.03 0.11
H -1.935900 4.216585 1.354236 -0.15 -0.05 -0.03
C -0.258875 1.535752 2.148743 -0.05 0.34 0.05
C 4.372351 -1.870978 0.871465 0.06 0.07 0.06
C 7.310196 3.949902 1.710143 0.11 0.19 -0.01
C -4.973717 0.801865 -0.584082 -0.02 -0.08 0.01
C -2.198968 2.865871 -2.857766 0.19 -0.05 0.06
H 0.224118 0.468105 -5.003614 0.03 0.05 0.05
C -5.562949 6.198763 -1.289246 0.10 0.33 0.06
C 4.248916 1.908252 1.179183 -0.24 -0.21 -0.07
C -2.281837 -2.317296 2.278823 0.02 0.12 -0.08
H 0.278221 0.610993 3.977046 0.02 -0.09 0.01
H -1.466588 2.623822 -4.918060 -0.02 -0.02 -0.03
H 0.678176 -0.357209 2.542157 -0.02 0.00 0.19
C 8.701043 3.849524 1.961433 0.08 -0.07 -0.02
F 8.229891 1.311149 1.783807 0.15 -0.16 -0.05
N 1.944281 0.513397 -2.469798 -0.14 -0.18 0.23
C 3.258096 2.494457 -2.454238 0.06 -0.01 0.06
N -1.412341 -1.781177 1.454803 0.97 0.10 -0.28
H -6.307328 -0.920837 -0.909928 -0.03 0.02 0.00
N -3.726630 3.328184 -0.213193 0.12 -0.30 0.62
H 1.106455 2.380318 -2.302982 0.01 0.01 0.01
C 4.409861 1.722506 -2.578726 -0.33 -0.07 -0.01
B -2.787962 2.148190 -0.416725 -0.35 0.12 -0.53
C -0.509463 -2.975217 5.995279 -0.16 -0.10 0.07
```
Forces are in eV/Å.

Multiplicity: 5
Frontier orbital gap (alpha / beta) in eV: 2.8 / 1.9
Lowest unoccupied orbital energy (alpha / beta) in eV: -9.9 / -10.7
HOMO (alpha / beta) in Eh: -0.46430 / -0.46427
⟨S²⟩: 6.374
Net charge: +2

Entry 2:
ORCA calculation (the ωB97M-V functional and the def2-TZVPD basis) on C40H34Br2GeN3O2PS5Tc as an isolated structure at a distorted geometry.

The geometry in XYZ format:
```
89
Properties=species:S:1:pos:R:3:forces:R:3
C 0.260343 -1.149047 -4.789547 -0.03 -0.01 0.00
H -1.520279 -1.797118 4.234471 0.00 0.08 0.07
H 2.231838 3.391972 -4.393239 0.01 0.00 -0.01
C 3.664826 0.899646 1.856043 0.10 -0.07 -0.11
H -1.783965 -3.227337 0.527164 0.00 -0.02 -0.02
H -2.662179 -2.334716 2.999998 -0.03 0.01 0.01
H -2.130607 2.704926 -2.188594 -0.04 -0.01 0.01
C -4.861777 -1.585556 -2.949856 -0.03 -0.02 -0.01
H -0.211299 -0.300351 -5.272512 -0.01 0.05 -0.02
C -5.764282 -0.011793 4.956795 -0.13 0.18 0.02
H 2.996718 -0.987322 5.303452 0.01 0.02 0.02
C -4.648569 0.214102 -4.519285 -0.01 0.02 -0.02
H -3.170123 -1.926141 -1.681170 0.01 -0.01 0.04
H -5.066472 0.830708 -5.306388 0.00 0.01 -0.02
C -1.639380 -2.441099 3.362611 -0.01 -0.01 -0.06
C 0.840342 1.957507 -3.606926 0.01 -0.03 0.04
H 1.390195 2.133633 -0.543951 -0.02 0.08 0.00
C -0.394474 1.732231 -2.999099 0.01 0.01 0.07
S -4.386799 0.117823 5.953119 -0.01 -0.04 -0.02
C -2.804437 -0.311339 -3.040282 0.04 -0.01 0.07
H 1.900816 -4.204337 -3.123480 0.01 -0.02 0.01
C -3.121280 0.333782 4.736782 0.10 0.00 0.03
C 2.254099 0.871818 1.853603 -0.09 -0.09 -0.09
C 1.444980 1.550833 2.840217 -0.09 -0.02 -0.06
S -1.550178 0.492304 5.448404 -0.01 -0.04 -0.13
N -0.291017 4.646433 0.520352 -0.04 0.08 -0.06
P -0.521343 -1.904956 2.037146 0.11 0.23 -0.04
N 1.522721 0.240199 0.888158 0.29 -0.04 -0.01
H -5.449848 -2.375986 -2.500645 -0.01 -0.01 0.02
C 0.454844 4.332082 -3.640379 0.01 0.02 -0.01
C -0.949465 -0.410181 -0.491573 0.47 -0.01 0.67
Br 6.189768 1.705770 2.994513 -0.01 0.00 0.01
H 1.874522 -3.533876 1.227606 -0.01 -0.03 -0.04
C -3.576483 -1.336562 -2.494552 -0.02 0.03 0.08
Br 1.176969 3.379417 4.999751 -0.02 0.00 0.03
C 4.328014 0.203690 0.817961 -0.08 0.01 0.01
H 4.045385 2.941172 4.552094 -0.02 -0.01 -0.02
H 2.150503 -3.851723 -5.562608 -0.01 0.00 0.00
Ge -0.979544 -0.053152 -2.348000 -0.22 0.07 -0.09
C 0.120851 -1.319396 -3.411599 0.02 0.04 0.02
H -0.568057 -4.249606 1.349324 0.00 -0.02 0.01
C 4.284636 1.643050 2.880552 0.07 -0.03 -0.01
C 2.110593 -2.985595 2.130970 -0.02 0.01 0.00
H 5.408734 0.176935 0.793778 0.00 0.01 0.01
C 1.128192 -2.227744 2.759851 -0.04 0.04 0.03
C 3.543133 2.353612 3.793886 0.02 0.03 0.04
S -2.965136 0.501459 1.812586 -0.03 0.28 0.04
H -1.090855 4.733064 1.129912 0.03 0.00 0.01
Tc -0.604373 0.227186 1.168069 -0.76 -0.50 -0.86
C -3.596184 0.330272 3.459407 0.05 -0.19 -0.11
O 0.189409 1.419767 2.775478 0.36 0.17 0.34
H 1.490527 1.118763 -3.831196 0.00 -0.02 -0.01
C 0.009213 3.323972 0.273226 0.16 0.03 0.12
C 0.981619 -2.048476 -5.560966 0.01 0.00 -0.03
H 1.726751 3.795295 -0.721042 -0.02 0.00 -0.01
H 4.048941 -0.952901 -0.962095 0.01 0.00 -0.01
C 0.718316 -2.437269 -2.837484 0.01 0.00 0.02
C 2.153875 2.337581 3.766728 0.00 -0.05 -0.01
O -0.814609 2.452767 0.478296 -0.33 -0.18 -0.07
H 0.482812 5.244975 0.759601 0.00 -0.03 0.05
H 0.599868 -2.605279 -1.774226 0.00 0.01 0.02
C 2.749911 -1.560297 4.418518 0.04 0.00 0.05
H 0.782153 5.335419 -3.887307 0.00 0.01 0.00
H -1.406488 4.974049 -2.779112 -0.01 0.01 0.00
C 3.404494 -3.028668 2.636373 0.00 0.01 0.01
H 4.163111 -3.609832 2.126466 0.03 -0.02 -0.02
H 1.073840 -1.892906 -6.629571 0.00 0.00 -0.01
H -6.409155 -0.996777 -4.317934 -0.01 0.00 0.00
C -0.777208 4.128799 -3.028577 0.03 0.01 0.01
C 2.182571 -0.377136 -0.088551 -0.05 0.04 0.07
C 1.462720 -1.507771 3.911419 -0.03 -0.05 -0.01
H -2.787213 1.266244 -4.496783 0.02 0.04 0.00
C -3.361847 0.459163 -4.056381 0.06 0.00 -0.08
C 3.726867 -2.314917 3.779479 0.00 0.00 0.02
H -1.430858 -3.481382 3.619770 -0.01 -0.02 0.03
C 1.445804 -3.343709 -3.598583 0.01 -0.02 0.00
H 4.738363 -2.334351 4.165091 0.03 0.01 0.01
H 1.571246 -0.862560 -0.836927 0.02 0.02 0.04
C 3.580242 -0.416618 -0.147282 -0.03 0.05 0.07
S -7.343589 -0.178951 5.512041 0.06 -0.06 -0.02
C 1.582806 -3.148664 -4.964246 0.03 -0.03 -0.03
C 1.265778 3.242739 -3.924494 0.00 0.03 -0.01
C -5.401194 -0.810415 -3.966986 -0.04 -0.01 -0.01
H 0.709820 -0.885914 4.389044 -0.05 0.04 0.04
H -0.114530 -3.166156 -0.005362 0.04 -0.01 -0.01
C -1.188632 2.844821 -2.706913 0.01 -0.03 0.00
C -0.749247 -3.287284 0.866682 -0.04 0.03 0.03
S -5.338427 0.110109 3.310272 -0.03 -0.09 0.05
N 1.267299 3.073060 -0.191389 0.10 0.04 -0.16
```
Forces are in eV/Å.

Multiplicity: 2
Frontier orbital gap (alpha / beta) in eV: 4.1 / 4.3
Lowest unoccupied orbital energy (alpha / beta) in eV: 3.6 / 3.6
HOMO (alpha / beta) in Eh: -0.01826 / -0.02771
⟨S²⟩: 0.760
Net charge: -2

Entry 3:
ORCA calculation (the ωB97M-V functional and the def2-TZVPD basis) on C40H34CaN5P2Se3 as an isolated structure.

The geometry in XYZ format:
```
85
Properties=species:S:1:pos:R:3:forces:R:3
H 0.411656 -5.160486 -2.016015 0.08 0.07 0.02
P -2.859345 -1.461116 0.308075 0.06 0.09 -0.02
C -1.648437 4.043538 -2.644111 0.12 -0.06 0.21
H 5.428020 1.999808 1.639874 0.01 0.00 0.00
C -3.726260 -2.270931 2.799467 0.06 0.07 0.07
C -0.968051 5.028172 -3.346422 0.17 0.11 0.01
C -0.147686 -0.053221 0.459985 0.01 0.25 -0.18
H -4.491604 -2.884311 4.703306 0.03 -0.01 -0.03
H 3.780597 5.944248 1.355906 0.00 0.05 -0.03
H -0.006427 -3.591121 -0.201230 0.00 -0.02 0.07
C -1.885590 -3.555388 1.947167 -0.09 -0.05 0.07
C -2.689573 3.321099 -3.211198 -0.04 -0.02 0.03
C -2.333865 -2.492264 -1.083558 0.02 -0.03 -0.03
H 1.476471 6.899072 -1.942001 0.05 0.01 0.07
H -0.218300 -1.763583 5.221165 0.04 -0.02 -0.05
C -3.018736 3.638565 -4.516532 -0.02 -0.02 0.00
H 2.620621 3.366519 4.570369 0.00 0.01 0.08
C 4.776163 2.773213 2.024317 -0.02 0.02 -0.01
N -1.059234 3.996979 -1.385776 0.00 0.47 -0.37
H -3.224802 -4.296816 -0.316623 0.01 0.02 -0.04
C 2.027836 -4.009272 -2.851623 0.01 0.01 0.02
Se 3.065626 0.161713 0.846122 0.00 -0.35 -0.01
C -3.752561 -3.071558 3.933751 -0.01 0.03 -0.01
N -2.027418 1.102531 0.350554 0.25 -0.12 -0.08
C 1.806136 -3.255755 2.281437 0.00 -0.02 0.01
C -2.458476 -4.568133 -2.300934 -0.03 0.03 0.01
C -1.930171 -4.373546 3.065179 -0.01 0.04 0.01
C 0.782882 -3.376735 -0.899396 0.15 -0.09 0.01
C -2.334566 4.634349 -5.226407 0.01 0.03 -0.04
H -1.258751 3.354692 -0.613974 -0.04 -0.23 0.13
H 2.454280 5.542679 3.403042 -0.01 0.04 0.02
C 1.055004 -3.365206 4.563862 0.00 -0.03 0.01
H -2.759379 -5.607898 -2.351439 0.01 0.04 0.01
C 4.031145 2.542483 3.179843 -0.02 0.05 -0.01
C -2.861076 -4.127108 4.065057 -0.01 0.00 0.00
H -1.654281 -4.541232 -4.291250 0.00 0.03 0.04
H -4.449017 -1.473914 2.668978 0.01 -0.04 0.01
H 4.099937 1.590333 3.686834 0.02 -0.02 0.01
H -1.165974 -3.776237 1.178636 0.05 -0.01 -0.06
C -2.782787 -2.499259 1.800237 0.01 -0.06 0.05
H 2.379275 -3.672074 1.460958 -0.02 0.02 0.03
C -1.716368 -1.894727 -2.180236 -0.03 -0.04 -0.07
C -2.713791 -3.832247 -1.152120 -0.01 0.00 -0.03
H -3.828910 3.108161 -5.001326 0.04 0.03 0.03
H -0.768305 6.117545 -5.208378 -0.02 -0.03 0.02
C -1.294666 5.348894 -4.656854 0.00 0.03 -0.04
C 3.851407 4.995980 1.866476 -0.03 -0.06 0.02
C 1.108440 -2.060783 2.118554 -0.02 -0.05 0.03
N -1.017549 1.933539 0.343493 -0.18 -0.69 0.35
Ca 1.783607 2.651574 1.181896 0.59 0.50 0.20
H 3.589032 -2.658574 -3.446581 -0.05 -0.01 0.05
C 2.798351 -2.860996 -2.733612 -0.01 0.00 -0.03
C 0.358921 -2.174773 4.401457 -0.03 0.01 0.01
P 1.312781 -1.098178 0.616681 0.08 0.03 0.03
N 0.011431 5.535714 -2.483972 0.01 0.11 -0.14
H 2.311494 -4.839271 3.633654 -0.03 0.05 -0.01
C -1.840309 -3.967304 -3.390711 -0.05 0.04 -0.02
C 4.682806 3.995461 1.367948 -0.01 -0.02 0.01
C 1.558909 -2.225818 -0.768241 0.01 -0.04 -0.06
C 1.020178 -4.268171 -1.931468 0.08 -0.05 0.03
C -1.547613 -0.165548 0.416641 -0.10 0.32 -0.01
C 2.572046 -1.973550 -1.691022 -0.05 0.04 -0.09
C -0.067370 4.888350 -1.306966 -0.34 -0.05 -0.03
C -1.471549 -2.630170 -3.330480 -0.06 0.03 -0.01
H 5.265302 4.173217 0.473760 0.00 0.01 -0.01
H -1.437855 -0.848516 -2.142995 -0.01 0.01 -0.01
C 3.196467 3.541198 3.672002 -0.13 -0.06 -0.01
H 2.215260 -4.706377 -3.659486 0.00 0.03 0.03
H 0.375130 7.455589 -3.214373 -0.01 0.01 0.00
C 0.382491 -1.522586 3.179712 0.01 -0.04 0.02
C 0.935330 6.604240 -2.832748 -0.12 -0.12 -0.02
H -0.179683 -0.606884 3.048380 -0.01 0.04 0.00
H 1.637940 6.259563 -3.590280 -0.01 -0.01 -0.01
H -2.629295 4.850675 -6.246012 0.02 -0.01 0.06
H -1.241833 -5.205061 3.150126 -0.01 0.02 0.00
Se 0.944442 5.211782 0.233835 0.11 0.16 -0.27
H -3.221399 2.558478 -2.655304 0.03 0.02 -0.01
H 3.187171 -1.089435 -1.590932 0.00 -0.02 0.01
C 1.771889 -3.908469 3.505175 0.00 0.00 -0.01
H -2.901768 -4.767164 4.938358 0.00 0.02 -0.03
C 3.103120 4.769132 3.016379 0.00 -0.07 -0.06
H -0.993954 -2.158199 -4.181107 -0.02 -0.02 0.04
Se -4.750043 -0.626688 -0.002648 0.04 -0.01 -0.03
H 1.031910 -3.878035 5.518466 0.00 0.03 -0.05
N 0.133147 1.275638 0.399186 -0.54 -0.43 0.08
```
Forces are in eV/Å.

Multiplicity: 1
Frontier orbital gap in eV: 7.2
Lowest unoccupied orbital energy in eV: -2.5
HOMO in Eh: -0.35654
Net charge: +1

Number 1: DFT total energy -4517.2348 a.u.. Number 2: DFT total energy -11497.5779 a.u.. Number 3: DFT total energy -10383.0504 a.u..